Density functional theory data (ωB97M-V/def2-TZVPD) for an isolated ion of composition C2H3N2O2 and charge -1 at a distorted geometry.

Each line ends with the natural charge from an NBO analysis.
CARTESIAN COORDINATES (ANGSTROEM)
C 0.46212 1.34178 -1.47351  0.447
C -0.20061 -0.64927 1.18054  -0.271
N 1.25895 1.89726 -2.09234  -0.482
N -0.51781 0.63032 -0.86657  -0.016
O -0.28098 -0.64041 -1.53020  -0.712
O -0.26799 0.63987 0.66269  -0.464
H 0.72190 -0.81228 1.74036  0.147
H -0.12825 -1.40075 0.41160  0.232
H -1.04733 -1.00650 1.96743  0.119

Output
Gap between HOMO and LUMO   0.283 hartree
SMILES string   CON([O-])C#N
Multiplicity   1
Relative energy (zero: lowest compared OMol25 entry of this formula, charge and spin)   365.8 kJ/mol
Net charge   -1

=====

Density functional theory data (ωB97M-V/def2-TZVPD) for C21H17BBrF6MoN6O6S3 as an isolated structure at a distorted geometry.

Each line ends with the natural charge from an NBO analysis.
CARTESIAN COORDINATES (ANGSTROEM)
Mo 0.04945 -0.31910 -0.58485  0.658
C 3.03456 1.81721 3.31169  -0.695
C 2.05239 1.12803 2.41154  0.236
N 1.21732 1.75292 1.69241  -0.282
N 1.16225 3.12805 1.68831  -0.398
C 0.36216 3.37388 0.69238  0.310
N 0.04164 4.55281 0.18362  -0.762
S -0.44794 1.93888 0.05246  0.772
C 2.00628 -0.35991 2.34250  0.199
C 2.89447 -1.04484 3.16643  -0.231
C 2.83573 -2.41809 3.28940  -0.132
C 1.85593 -3.08681 2.59547  -0.245
C 1.02657 -2.36686 1.74851  0.061
N 1.09022 -1.02807 1.58115  -0.474
H 2.83809 2.88491 3.29304  0.267
H 4.06181 1.64345 2.98288  0.232
H 2.94570 1.46074 4.33805  0.238
H 0.43617 5.39392 0.57011  0.426
H -0.64816 4.59897 -0.54983  0.439
H 3.62043 -0.48785 3.73790  0.239
H 3.52931 -2.94128 3.93417  0.237
H 1.71877 -4.15591 2.67867  0.238
H 0.27333 -2.89994 1.19465  0.239
F -3.02735 2.60518 -3.10965  -0.287
C -2.98718 1.36426 -2.66143  0.828
F -3.46895 0.54422 -3.58154  -0.294
F -3.70265 1.24767 -1.55399  -0.302
S -1.17565 0.89846 -2.39944  1.677
O -1.30081 2.51661 -1.16236  -0.962
O -0.70237 1.00747 -3.75666  -0.845
N -1.73631 -0.76391 -1.87265  -1.229
S -2.13249 -1.93615 -1.00174  2.243
O -0.83620 -2.16777 -0.22668  -0.935
O -2.71863 -3.09946 -1.55123  -0.847
C -3.25108 -1.39319 0.36448  0.745
F -2.79019 -0.27832 0.92445  -0.301
F -4.45840 -1.17775 -0.12776  -0.285
F -3.28995 -2.35263 1.27083  -0.291
Br 2.55788 -6.46713 -2.36855  0.181
C 2.35873 -4.61608 -2.25763  -0.022
C 2.99154 -3.90752 -1.24231  -0.254
C 2.81009 -2.54750 -1.17620  0.098
N 2.03939 -1.90395 -2.06938  -0.485
C 1.44197 -2.58058 -3.06621  0.115
C 1.57760 -3.94230 -3.18962  -0.254
H 3.61469 -4.40678 -0.51530  0.258
H 3.25984 -1.93181 -0.40850  0.245
H 0.84470 -1.98953 -3.74871  0.255
H 1.08073 -4.46664 -3.99190  0.266
O 2.02015 0.35437 -3.10659  -0.648
B 1.74170 -0.36270 -1.93897  0.881
O 2.25983 0.32247 -0.76238  -0.658
C 2.71663 1.54051 -1.29591  0.258
C 3.32740 2.57932 -0.63612  -0.247
C 3.69815 3.67960 -1.40918  -0.220
C 3.46903 3.70867 -2.77884  -0.190
C 2.88559 2.63218 -3.44287  -0.230
C 2.53233 1.54692 -2.67426  0.234
H 3.50972 2.55119 0.42468  0.231
H 4.17556 4.52320 -0.92950  0.228
H 3.76736 4.57858 -3.34796  0.229
H 2.72641 2.63201 -4.51153  0.242

Output
Gap between HOMO and LUMO (alpha / beta)   0.255 / 0.259 hartree
Multiplicity   1
Relative energy (zero: lowest compared OMol25 entry of this formula, charge and spin)   0.0 kJ/mol
Net charge   +1

=====

Density functional theory data (ωB97M-V/def2-TZVPD) for an isolated molecule of C2H2O2 at a distorted geometry.

Each line ends with the natural charge from an NBO analysis.
CARTESIAN COORDINATES (ANGSTROEM)
C -0.32530 -0.08740 0.68846  0.286
C 0.18113 -0.79692 -0.50229  0.316
H -0.70289 -0.72012 1.64343  0.114
H 0.19030 -1.95847 -0.32046  0.141
O -0.21779 1.09479 1.14776  -0.446
O 0.38999 -0.09673 -1.45276  -0.412

Output
Gap between HOMO and LUMO   0.324 hartree
SMILES string   O=CC=O
Multiplicity   1
Relative energy (zero: lowest compared OMol25 entry of this formula, charge and spin)   118.6 kJ/mol

=====

Density functional theory data (ωB97M-V/def2-TZVPD) for a 2-piece molecular cluster, C2H6BrOS overall at a distorted geometry.

Each line ends with the natural charge from an NBO analysis.
CARTESIAN COORDINATES (ANGSTROEM)
Br -2.20118 1.21773 -3.46609  -0.983
C 0.54882 0.93073 1.09891  -0.815
S 1.24782 -0.55927 0.40291  1.249
O 1.21982 -1.51827 1.53891  -1.008
C -0.16718 -0.88827 -0.60209  -0.923
H -0.61118 0.70173 1.05191  0.232
H 0.67782 1.81573 0.58491  0.230
H 0.95982 1.16473 1.96491  0.218
H -0.10018 -1.91327 -1.11109  0.246
H -0.36518 -0.15027 -1.55109  0.325
H -1.20918 -0.80127 0.08791  0.230

Output
Gap between HOMO and LUMO   0.254 hartree
Multiplicity   1
Relative energy (zero: lowest compared OMol25 entry of this formula, charge and spin)   67.3 kJ/mol
Net charge   -1

=====

Density functional theory data (ωB97M-V/def2-TZVPD) for a 2-piece molecular cluster, C4H9F2N overall at a distorted geometry.

Each line ends with the natural charge from an NBO analysis.
CARTESIAN COORDINATES (ANGSTROEM)
C 0.56169 -1.58174 0.74311  -0.621
C 2.42089 1.32824 -0.61650  -0.421
C 1.02466 -0.10594 0.68702  -0.113
C -3.06036 0.46212 -0.45250  0.446
N 2.10122 0.16665 0.01320  -0.388
F -4.29695 0.08761 -0.72896  -0.338
F -3.05464 0.52458 0.93439  -0.360
H 1.43815 -2.03336 0.15380  0.179
H -0.32295 -1.67269 0.24543  0.207
H 0.63631 -2.04005 1.78188  0.218
H -2.54320 -0.27297 -0.85759  0.126
H 1.67031 2.08453 -0.57653  0.185
H 3.36901 1.42076 -1.11306  0.193
H 0.13505 0.71342 0.56855  0.159
H -2.81710 1.49124 -0.80626  0.128
H 2.73790 -0.57239 0.02402  0.400

Output
Gap between HOMO and LUMO   0.280 hartree
Multiplicity   1
Relative energy (zero: lowest compared OMol25 entry of this formula, charge and spin)   362.0 kJ/mol